Record 1
The following is a quantum chemistry calculation of an isolated molecule of C6H9N, from OMol25.

XYZ file:
```
16
Properties=species:S:1:pos:R:3
C 0.37721 -0.56917 1.72105
C -0.02171 -0.13865 0.33769
C -0.64786 -1.07381 -0.63562
C 0.73556 -0.46435 -0.93637
C 0.54240 0.62825 -1.91389
N -0.40987 1.48866 -1.36301
C -0.20252 1.35251 0.07285
H 1.20267 0.04882 2.09007
H 0.69494 -1.61540 1.74489
H -0.46052 -0.46523 2.42213
H -0.61296 -2.12940 -0.37603
H -1.52251 -0.81818 -1.23724
H 1.57931 -1.13960 -0.99422
H 0.82842 1.73660 0.10989
H -1.29294 1.15742 -1.75726
H -0.78961 2.00155 0.71505
```

Its max |F| is 0.038 Eh/bohr. For the LUMO energy, the calculation gives 0.53 eV. The charge is 0. As for the relative energy (zero: lowest compared OMol25 entry of this formula, charge and spin): 105.7 kcal/mol. The HOMO energy comes out at -7.8 eV.

=====

Record 2
The following is a quantum chemistry calculation of the ion C2H7N2 with charge +1, from OMol25.

XYZ file:
```
11
Properties=species:S:1:pos:R:3
C 0.65451 -1.23605 0.04435
N 0.88407 0.21320 -0.16256
C -0.39170 0.99119 -0.05444
N -1.32214 0.31904 0.61866
H 1.55117 -1.81778 -0.16142
H -0.17978 -1.47923 -0.62248
H 0.31017 -1.37462 1.07184
H -0.65508 1.19254 -1.12301
H -0.10158 1.98500 0.35955
H 1.38833 0.44139 -1.01320
H -2.13797 0.76532 1.04272
```

Its max |F| is 0.058 Eh/bohr. For the LUMO energy, the calculation gives -8.61 eV. The charge is +1. As for the relative energy (zero: lowest compared OMol25 entry of this formula, charge and spin): 124.5 kcal/mol. The HOMO energy comes out at -15.6 eV.

=====

What did the second record say?
The following is a quantum chemistry calculation of the ion C2H7N2 with charge +1, from OMol25.

XYZ file:
```
11
Properties=species:S:1:pos:R:3
C 0.65451 -1.23605 0.04435
N 0.88407 0.21320 -0.16256
C -0.39170 0.99119 -0.05444
N -1.32214 0.31904 0.61866
H 1.55117 -1.81778 -0.16142
H -0.17978 -1.47923 -0.62248
H 0.31017 -1.37462 1.07184
H -0.65508 1.19254 -1.12301
H -0.10158 1.98500 0.35955
H 1.38833 0.44139 -1.01320
H -2.13797 0.76532 1.04272
```

Its max |F| is 0.058 Eh/bohr. For the LUMO energy, the calculation gives -8.61 eV. The charge is +1. As for the relative energy (zero: lowest compared OMol25 entry of this formula, charge and spin): 124.5 kcal/mol. The HOMO energy comes out at -15.6 eV.

=====

> The lowest max |F| belongs to which entry?

C6H9N